Entry 1:
Density functional theory data (ωB97M-V with the def2-TZVPD basis set) for a 12-piece molecular cluster, C15H52O13 overall.

Each line ends with the Mulliken charge.
Geometry (Å):
O -7.130 -1.402 0.079  -0.548
C -6.968 -0.419 0.763  0.749
O -5.829 -0.116 1.465  -0.307
C -4.853 -1.131 1.654  -0.593
C -3.515 -0.454 1.692  -0.509
C -7.990 0.706 0.822  -1.021
H -4.872 -1.873 0.856  0.341
H -5.187 -1.659 2.548  0.343
H -3.433 0.205 2.556  0.283
H -3.454 0.212 0.830  0.131
H -2.686 -1.145 1.540  0.245
H -8.714 0.719 1.637  0.269
H -8.587 0.570 -0.079  0.319
H -7.517 1.688 0.812  0.296
C 1.163 0.278 -0.296  -0.571
O -0.096 0.507 0.295  0.685
H 1.841 1.066 0.033  0.307
H 1.566 -0.649 0.112  0.067
H 1.047 0.202 -1.377  0.079
H -0.052 0.222 1.211  -0.208
C -0.200 3.550 2.089  0.175
O -1.192 4.574 2.125  -0.530
H 0.557 3.662 2.865  0.383
H -0.635 2.572 2.290  -0.107
H 0.309 3.601 1.126  -0.177
H -0.751 5.406 1.938  0.302
C -0.993 -1.301 -2.607  -0.255
O -0.135 -2.309 -3.056  -0.586
H -1.015 -1.319 -1.517  0.049
H -0.640 -0.328 -2.950  0.010
H -2.007 -1.435 -2.983  0.389
H -0.243 -3.061 -2.470  0.396
C 4.381 2.426 -2.765  -0.878
O 3.378 1.810 -1.959  -0.432
H 4.641 3.398 -2.344  0.333
H 5.194 1.708 -2.869  0.295
H 3.990 2.647 -3.758  0.303
H 2.837 2.548 -1.667  0.336
C -2.086 2.191 -2.027  -0.613
O -1.386 2.751 -0.970  -0.550
H -2.698 2.984 -2.455  0.321
H -1.453 1.815 -2.831  0.235
H -2.806 1.471 -1.639  0.199
H -1.148 2.046 -0.363  0.119
C 0.547 -3.592 2.642  -0.794
O -0.137 -2.799 1.705  -0.359
H 0.663 -4.615 2.286  0.336
H 1.542 -3.179 2.807  0.242
H -0.047 -3.582 3.556  0.264
H -0.105 -1.895 2.029  0.268
C 3.031 -1.275 -3.172  -0.729
O 3.564 -1.050 -1.843  -0.418
H 2.028 -0.865 -3.291  0.154
H 3.654 -0.838 -3.952  0.353
H 3.082 -2.334 -3.425  0.299
H 3.557 -0.101 -1.700  0.404
C 4.997 -2.703 1.347  -0.663
O 4.093 -1.591 1.178  -0.443
H 5.694 -2.770 0.511  0.259
H 5.599 -2.454 2.221  0.246
H 4.367 -3.590 1.412  0.257
H 3.656 -1.625 0.324  0.311
C 1.590 4.793 -1.776  -0.765
O 1.298 3.534 -1.234  -0.490
H 2.654 4.973 -1.927  0.259
H 1.054 4.866 -2.722  0.309
H 1.307 5.590 -1.089  0.285
H 0.361 3.398 -1.074  0.358
C 1.190 -0.296 3.588  -0.514
O -0.116 -0.364 3.077  -0.451
H 1.348 -0.857 4.509  0.318
H 1.895 -0.677 2.850  0.143
H 1.463 0.748 3.742  0.289
H -0.757 -0.006 3.695  0.212
C 1.377 -4.034 -0.926  -0.337
O -0.036 -3.918 -0.868  -0.639
H 1.818 -3.093 -1.253  -0.045
H 1.807 -4.266 0.048  0.202
H 1.620 -4.814 -1.648  0.381
H -0.293 -3.649 0.017  0.421

## Properties
* net charge: 0
* HOMO energy: -9.43 eV
* SMILES: CCOC(C)=O.CO.CO.CO.CO.CO.CO.CO.CO.CO.CO.CO
* F_max: 1.75 eV Å⁻¹
* orbital gap: 9.66 eV



Entry 2:
Density functional theory data (ωB97M-V with the def2-TZVPD basis set) for C15H56InN28O17 as an isolated structure.

Each line ends with the Mulliken charge.
Geometry (Å):
In -0.559 -2.536 2.760  1.284
C 0.048 -0.108 0.340  -0.937
O -0.653 0.153 1.313  0.384
O 0.235 0.682 -0.593  3.478
O 0.751 -1.125 0.378  -0.928
C -4.349 -0.821 -1.727  0.632
O -4.195 -0.395 -2.823  -0.664
N -5.170 -1.702 -1.224  -0.394
N -3.554 -0.396 -0.786  -0.152
H -5.617 -2.275 -1.926  0.212
H -5.370 -1.734 -0.234  0.210
H -2.764 0.163 -1.074  -0.127
H -3.651 -0.988 0.027  0.017
C -3.049 0.241 4.051  0.443
O -2.769 -0.880 3.779  -0.366
N -4.189 0.531 4.476  -0.392
N -2.376 1.360 3.788  -0.351
H -4.367 1.524 4.424  0.159
H -4.849 -0.234 4.472  0.245
H -1.631 1.205 3.125  -0.217
H -2.959 2.175 3.655  0.328
C -2.103 3.506 0.085  0.540
O -2.720 4.524 0.012  -0.695
N -0.987 3.214 -0.484  0.652
N -2.434 2.544 0.889  0.109
H -0.437 2.427 -0.172  -1.401
H -0.571 4.041 -0.887  0.015
H -1.840 1.732 0.803  -0.429
H -3.106 2.733 1.619  0.115
C 3.228 -1.428 2.828  0.541
O 2.286 -1.975 3.434  -0.500
N 3.229 -0.931 1.584  0.136
N 4.384 -1.174 3.304  -0.333
H 2.314 -0.969 1.159  -0.239
H 3.984 -0.518 1.056  0.307
H 4.671 -1.360 4.254  0.263
H 5.038 -0.805 2.629  0.123
C 2.348 -2.205 -2.641  0.816
O 2.878 -2.755 -3.597  -0.789
N 1.721 -1.126 -2.754  0.440
N 2.250 -2.671 -1.384  0.087
H 1.410 -0.722 -1.882  -0.405
H 1.672 -0.760 -3.694  0.100
H 2.606 -3.529 -0.986  0.378
H 1.783 -2.041 -0.748  -0.576
C -1.445 -3.916 -0.760  0.554
O -1.310 -4.179 0.411  -0.590
N -2.345 -4.540 -1.537  -0.478
N -0.827 -3.013 -1.421  -0.006
H -2.252 -4.494 -2.541  0.106
H -2.792 -5.409 -1.281  0.326
H -1.222 -2.764 -2.316  0.251
H -0.092 -2.444 -1.026  -0.211
C 1.929 0.419 -6.270  0.402
O 2.199 1.415 -6.910  -0.643
N 1.000 0.248 -5.348  -0.509
N 2.675 -0.629 -6.223  -0.376
H 0.477 1.058 -5.046  0.241
H 0.476 -0.615 -5.356  0.347
H 3.629 -0.578 -6.548  0.252
H 2.489 -1.287 -5.479  0.165
C 0.941 0.094 5.528  0.558
O 0.317 -0.667 4.841  -0.523
N 0.968 0.026 6.826  -0.468
N 1.689 1.069 5.031  -0.262
H 0.194 -0.426 7.292  0.266
H 1.458 0.682 7.417  0.160
H 2.107 1.786 5.606  0.211
H 1.646 1.119 4.023  -0.036
C -4.100 -3.300 1.674  0.345
O -3.288 -2.493 1.340  0.074
N -4.467 -3.534 2.909  -0.416
N -4.547 -4.241 0.888  -0.390
H -4.151 -2.831 3.561  0.182
H -4.929 -4.388 3.187  0.159
H -4.970 -5.049 1.323  0.151
H -4.202 -4.327 -0.057  0.170
C 2.045 -5.289 0.913  0.565
O 1.519 -4.255 1.379  -0.567
N 2.382 -6.362 1.568  -0.455
N 2.139 -5.387 -0.386  -0.407
H 2.855 -7.171 1.192  0.151
H 2.102 -6.493 2.529  0.259
H 2.661 -6.194 -0.694  0.157
H 1.712 -4.668 -0.953  0.315
C 1.706 3.357 2.191  0.378
O 2.428 4.133 2.741  -0.696
N 2.058 2.506 1.335  0.394
N 0.392 3.447 2.356  -0.060
H 3.032 2.419 1.079  0.072
H 1.343 1.883 0.987  -0.394
H -0.054 3.768 3.204  0.259
H -0.163 2.784 1.834  0.153
C 3.413 2.431 -2.063  0.379
O 4.005 3.188 -2.662  -0.597
N 3.814 1.759 -0.976  -0.269
N 2.248 2.054 -2.360  0.631
H 4.757 1.993 -0.701  0.201
H 3.426 0.859 -0.731  0.062
H 2.004 2.414 -3.272  -0.031
H 1.740 1.423 -1.756  -1.172
C -0.744 2.725 -3.921  0.072
O -0.177 3.699 -3.438  -0.610
N -1.246 2.585 -5.139  -0.203
N -1.040 1.637 -3.304  0.119
H -1.352 3.334 -5.807  0.242
H -1.711 1.708 -5.324  0.139
H -0.742 1.398 -2.369  -0.578
H -1.514 0.916 -3.829  0.252
C 1.228 6.327 -0.557  0.634
O 2.164 6.640 0.161  -0.658
N 0.274 7.100 -0.886  -0.359
N 1.174 5.314 -1.331  -0.269
H -0.350 6.826 -1.632  0.187
H 0.228 7.937 -0.324  0.241
H 1.988 4.722 -1.420  0.034
H 0.439 5.142 -2.002  0.293

## Properties
* net charge: +1
* HOMO energy: -10.73 eV
* F_max: 9.34 eV Å⁻¹
* orbital gap: 2.00 eV



Entry 3:
Density functional theory data (ωB97M-V with the def2-TZVPD basis set) for a 13-piece molecular cluster, C15H56N20O13 overall.

Each line ends with the Mulliken charge.
Geometry (Å):
C 4.125 0.490 0.677  -1.716
C 4.041 -0.360 1.963  0.127
O 3.708 0.388 3.069  -0.500
H 4.420 -0.164 -0.142  0.536
H 4.901 1.271 0.762  0.389
H 3.335 0.974 0.231  0.431
H 5.058 -0.679 2.023  0.375
H 3.372 -1.227 1.911  0.093
H 3.715 -0.085 3.897  0.241
C -0.091 -2.305 3.472  -1.043
C 1.203 -2.313 4.325  -0.553
O 1.478 -1.095 4.952  -0.653
H -0.103 -1.630 2.639  -0.156
H -0.868 -2.093 4.110  0.523
H -0.260 -3.251 3.091  0.691
H 1.999 -2.603 3.532  0.176
H 1.162 -3.147 5.027  0.486
H 2.221 -1.263 5.547  0.338
C 2.132 4.067 4.016  0.354
O 1.346 5.045 3.423  -0.698
N 2.606 4.058 5.209  -0.431
N 2.388 2.985 3.318  -0.501
H 2.172 4.874 5.846  0.339
H 2.865 3.186 5.672  0.225
H 2.044 3.122 2.270  0.440
H 2.722 2.083 3.648  0.175
C -1.988 0.719 -4.898  0.429
O -1.987 1.923 -5.586  -0.730
N -1.577 0.537 -3.668  0.467
N -1.887 -0.462 -5.527  -0.350
H -1.287 1.346 -3.049  0.207
H -1.892 -0.215 -3.039  -0.729
H -2.240 -1.270 -4.939  0.190
H -2.289 -0.408 -6.495  0.265
C -3.166 -2.168 -3.162  0.597
O -4.492 -1.785 -2.985  -0.807
N -2.774 -2.731 -4.261  -0.500
N -2.296 -1.928 -2.235  0.183
H -3.320 -2.713 -5.128  0.331
H -1.741 -3.047 -4.360  0.440
H -2.550 -1.642 -1.281  -0.570
H -1.273 -2.088 -2.361  0.425
C -0.049 0.581 0.437  -0.138
O -0.116 -0.097 -0.807  -1.315
N -1.006 1.350 0.937  1.174
N 0.977 0.662 1.179  3.093
H -1.834 1.449 0.343  -0.091
H -1.005 1.873 1.840  0.033
H 1.746 0.030 0.896  -1.296
H 0.740 0.701 2.283  -0.711
C 1.987 -2.706 -0.052  0.146
O 3.123 -3.415 0.202  -0.828
N 0.788 -3.037 0.101  0.465
N 2.077 -1.523 -0.615  0.559
H 0.585 -3.941 0.447  0.278
H -0.008 -2.439 0.289  -0.256
H 3.027 -1.209 -0.914  0.024
H 1.313 -0.943 -0.850  -0.388
C -0.651 1.358 3.931  0.373
O -1.570 0.361 4.468  -0.676
N -1.059 2.616 3.576  -0.448
N 0.560 1.040 3.653  0.509
H -2.146 2.798 3.689  0.277
H -0.418 3.392 3.324  0.206
H 0.981 0.107 3.933  0.179
H 1.168 1.821 3.355  -0.258
C -2.986 -1.566 1.315  0.206
O -1.803 -2.101 0.785  -0.537
N -4.251 -2.023 1.010  -0.447
N -3.062 -0.377 1.869  -0.074
H -4.235 -3.000 0.624  0.298
H -5.107 -1.694 1.488  0.201
H -2.216 0.148 1.774  0.037
H -3.864 0.093 2.124  0.194
C 1.001 4.223 0.205  0.209
O 1.687 5.230 -0.406  -0.757
N -0.296 4.073 0.076  -0.104
N 1.661 3.141 0.718  -0.050
H -0.815 4.851 -0.411  0.255
H -0.770 3.232 0.462  0.043
H 2.743 3.102 0.567  0.302
H 1.309 2.150 0.905  0.173
C 0.117 -3.522 -3.245  0.704
O -0.010 -4.705 -2.596  -0.825
N -0.145 -3.351 -4.524  -0.403
N 0.362 -2.490 -2.592  0.023
H -0.234 -4.160 -5.113  0.261
H 0.079 -2.422 -4.983  0.397
H 0.654 -2.711 -1.591  -0.607
H 0.628 -1.567 -3.031  0.277
C 1.582 -0.518 -4.692  0.249
O 2.913 -0.806 -4.838  -0.789
N 0.662 -0.911 -5.554  -0.413
N 1.062 -0.046 -3.646  -0.137
H 1.092 -1.329 -6.413  0.259
H -0.370 -0.669 -5.607  0.510
H 1.632 0.572 -3.015  0.074
H 0.031 0.177 -3.814  0.164
C -3.829 2.628 -0.778  -0.800
O -3.335 1.358 -0.872  -0.410
H -4.044 3.056 -1.768  0.280
H -3.184 3.365 -0.163  0.192
H -4.774 2.572 -0.316  0.368
H -4.024 0.772 -1.115  0.232

## Properties
* net charge: 0
* HOMO energy: -9.07 eV
* F_max: 10.38 eV Å⁻¹
* orbital gap: 8.46 eV



no.,energy (Eh)
1,-1580.65888
2,-3607.44312
3,-2678.19364